C29H34BrN4OPd | ωB97M-V/def2-TZVPD

Values from the calculation:
Multiplicity   3
E_LUMO (spin up / spin down)   -2.557 / -4.373 eV
Total charge   +1
Maximum force   0.02135 Eh/bohr
Energy above the lowest of the compared OMol25 structures with the same formula, charge and spin   22.0 kJ/mol

XYZ file:
```
70
Properties=species:S:1:pos:R:3:forces:R:3
Pd -0.221 -0.380 0.406 0.44 -0.98 -0.21
C 3.688 1.189 -1.185 -0.02 0.06 -0.04
C 2.320 1.019 -0.944 0.00 -0.02 -0.07
N 1.795 -0.124 -0.549 -0.05 0.18 0.09
C 2.612 -1.189 -0.389 -0.14 -0.07 0.02
C 3.989 -1.120 -0.624 0.09 -0.07 -0.04
C 4.523 0.117 -1.017 0.11 0.01 -0.01
C 4.799 -2.300 -0.484 0.07 0.11 -0.02
C 4.243 -3.482 -0.159 -0.07 -0.09 0.02
C 2.829 -3.589 0.082 0.12 -0.05 -0.01
C 2.206 -4.808 0.394 0.06 -0.09 0.01
C 0.856 -4.838 0.613 -0.05 -0.02 0.00
C 0.139 -3.637 0.549 -0.06 -0.05 0.14
N 0.696 -2.481 0.268 0.10 0.26 0.03
C 2.022 -2.450 0.010 -0.04 0.12 -0.11
H 4.064 2.153 -1.500 -0.03 -0.03 0.01
H 1.631 1.842 -1.085 -0.01 0.02 0.06
H 5.589 0.210 -1.192 -0.05 -0.02 0.00
H 5.867 -2.221 -0.660 -0.09 0.02 0.00
H 4.853 -4.373 -0.076 -0.04 0.02 0.01
H 2.800 -5.713 0.454 -0.01 0.03 0.00
H 0.343 -5.761 0.846 0.01 0.04 0.00
H -0.922 -3.623 0.762 0.00 0.02 0.00
C -0.959 7.186 0.792 0.01 -0.02 0.02
C -2.324 6.563 0.472 0.03 -0.02 0.02
C -3.311 6.902 1.604 -0.01 0.01 0.01
C -2.841 7.157 -0.847 0.01 0.00 -0.04
C -2.232 5.048 0.372 0.03 -0.08 0.04
C -1.185 4.335 0.997 -0.25 0.23 -0.10
C -1.117 2.987 0.859 0.00 -0.18 0.05
Br 0.236 2.042 1.768 -0.03 0.25 0.09
C -2.050 2.236 0.026 -0.13 0.35 -0.12
O -1.806 1.080 -0.353 0.15 -0.15 0.10
C -3.245 2.951 -0.419 0.02 0.08 0.03
C -3.250 4.315 -0.273 0.00 0.11 0.11
C -4.486 2.266 -1.006 0.09 -0.05 0.06
C -4.368 0.743 -1.148 -0.04 0.00 0.01
C -4.806 2.851 -2.390 0.01 -0.06 -0.07
C -5.655 2.554 -0.041 0.01 0.00 -0.01
H -1.036 8.273 0.733 0.00 -0.04 0.02
H -0.192 6.864 0.082 -0.06 0.04 0.04
H -0.622 6.942 1.803 -0.03 0.02 -0.09
H -3.396 7.987 1.705 0.00 -0.04 0.00
H -2.970 6.495 2.559 -0.01 0.02 -0.04
H -4.305 6.500 1.395 0.05 0.02 0.01
H -2.753 8.244 -0.813 -0.02 -0.04 0.00
H -3.893 6.924 -1.022 0.07 0.00 0.00
H -2.262 6.796 -1.702 -0.02 0.04 0.05
H -0.441 4.844 1.593 -0.02 0.03 -0.05
H -4.102 4.864 -0.655 0.08 -0.01 0.03
H -3.596 0.454 -1.861 -0.07 0.01 0.05
H -5.330 0.365 -1.504 0.02 0.01 0.00
H -4.144 0.267 -0.190 -0.03 0.04 -0.10
H -3.988 2.658 -3.091 -0.06 0.02 0.04
H -4.981 3.927 -2.360 0.01 -0.04 0.02
H -5.710 2.379 -2.785 0.08 0.04 0.03
H -5.420 2.208 0.970 -0.02 0.01 -0.07
H -6.552 2.028 -0.382 0.06 0.06 0.00
H -5.886 3.620 0.011 0.02 -0.07 0.00
C -4.078 -2.719 -0.412 -0.02 -0.06 0.21
N -3.973 -2.175 0.947 0.21 0.14 0.02
C -5.151 -2.152 1.818 0.13 -0.04 -0.06
C -2.823 -1.681 1.361 -0.59 -0.07 -0.04
N -1.818 -1.230 1.722 -0.06 -0.06 -0.14
H -4.006 -3.808 -0.415 -0.01 0.00 0.03
H -3.292 -2.302 -1.035 0.05 0.03 0.00
H -5.042 -2.431 -0.828 0.00 0.04 0.00
H -5.400 -3.154 2.168 0.01 -0.01 -0.02
H -5.997 -1.746 1.263 -0.01 0.02 -0.02
H -4.958 -1.516 2.678 0.03 -0.01 -0.01
```
Forces are in eV/Å.

C4H10N2S | ωB97M-V/def2-TZVPD

Values from the calculation:
Multiplicity   1
E_LUMO   -0.012 eV
Maximum force   0.09563 Eh/bohr
Energy above the lowest of the compared OMol25 structures with the same formula, charge and spin   817.0 kJ/mol

XYZ file:
```
17
Properties=species:S:1:pos:R:3:forces:R:3
C 1.167 0.020 1.410 -1.95 1.96 -1.56
C 0.198 2.016 0.047 -0.13 0.25 -0.93
C -0.056 -1.257 -1.658 -0.97 -1.10 2.41
C -1.351 -0.968 0.266 -2.87 -1.24 0.49
H 1.386 1.321 1.955 -0.01 -4.83 -0.92
H -0.005 -0.692 1.966 4.23 2.13 -0.99
H 2.127 -0.680 0.908 -2.71 2.09 2.43
H 1.254 2.527 -0.265 -2.82 -0.54 0.96
H -0.524 1.955 -0.913 1.31 1.26 2.46
H -0.264 2.388 1.120 0.87 -0.38 -2.99
H -0.976 -1.845 -1.991 1.22 1.58 0.38
H 0.751 -1.964 -1.580 0.48 -0.41 0.82
H 0.288 -0.518 -2.222 1.08 2.50 -3.95
H -1.578 -2.291 0.019 1.09 4.28 0.55
N 0.510 0.614 0.129 1.24 -3.11 0.83
N -0.335 -0.339 -0.461 -2.85 -3.43 1.49
S -2.592 -0.287 1.271 2.77 -0.99 -1.51
```
Forces are in eV/Å.

C16H58O13 | ωB97M-V/def2-TZVPD

Values from the calculation:
Multiplicity   1
E_LUMO   0.398 eV
Maximum force   0.07763 Eh/bohr
Energy above the lowest of the compared OMol25 structures with the same formula, charge and spin   0.0 kJ/mol

XYZ file:
```
87
Properties=species:S:1:pos:R:3:forces:R:3
C 3.543 1.973 5.063 -0.61 1.01 -0.36
C 2.041 2.177 4.739 0.62 -3.88 -0.69
O 1.819 1.454 3.450 -1.05 -0.01 1.75
H 3.772 2.025 6.106 -0.10 -0.02 0.85
H 4.141 2.775 4.619 -0.05 -0.18 -0.25
H 3.885 1.018 4.690 -0.07 -0.20 -0.12
H 1.767 3.168 4.540 -0.45 1.48 0.33
H 1.378 1.610 5.469 0.78 1.25 -0.54
H 1.046 0.846 3.647 0.80 0.55 -0.80
C 0.229 -4.521 3.169 -0.34 -0.22 -2.54
C -1.243 -4.036 3.080 0.86 0.27 0.18
O -1.388 -2.947 4.042 0.19 -0.43 -0.87
H 0.405 -5.230 3.942 0.03 0.22 1.47
H 0.901 -3.661 3.111 0.02 -0.25 0.49
H 0.540 -5.196 2.326 -0.63 0.86 0.02
H -1.867 -4.872 3.353 -0.48 -0.17 0.19
H -1.606 -3.682 2.082 0.75 -0.17 0.75
H -2.005 -3.220 4.714 -0.31 -0.05 0.35
C -2.008 3.382 -6.506 0.02 1.28 -1.72
C -1.196 2.728 -5.423 -1.86 0.26 -0.96
O -2.043 1.760 -4.843 0.49 -0.10 1.10
H -2.922 3.863 -6.088 0.74 -0.19 -0.41
H -2.303 2.749 -7.371 -0.01 -0.32 0.96
H -1.359 4.099 -7.063 -0.54 0.20 0.68
H -0.967 3.472 -4.693 0.32 0.32 0.74
H -0.303 2.356 -5.868 0.92 -0.75 0.04
H -2.093 1.020 -5.442 -0.16 -0.89 -0.36
C -0.042 -1.080 -6.403 1.00 -0.42 -0.17
C -1.268 -1.912 -6.118 -0.70 2.34 -1.23
O -2.357 -0.912 -6.090 0.03 -0.49 -0.09
H 0.080 -0.386 -5.604 -0.02 0.92 0.57
H -0.108 -0.551 -7.368 -0.17 -0.20 0.41
H 0.922 -1.624 -6.395 -0.65 -0.22 -0.17
H -1.295 -2.376 -5.176 0.40 -0.93 1.05
H -1.415 -2.555 -6.964 -0.40 -0.80 -0.17
H -3.158 -1.292 -5.692 0.54 0.01 -0.15
C -3.393 4.364 -1.248 -0.22 0.15 0.05
C -2.785 3.598 -0.026 0.04 0.42 -1.61
O -3.477 2.384 0.197 -0.02 -0.63 -0.81
H -4.471 4.532 -1.066 0.42 -0.18 -0.10
H -3.299 3.737 -2.167 -0.01 0.51 0.61
H -2.959 5.384 -1.442 -0.06 -1.05 0.27
H -2.850 4.236 0.862 0.00 -0.35 0.02
H -1.733 3.387 -0.271 -0.07 0.16 0.37
H -3.297 1.768 -0.571 -0.14 0.99 0.97
C -1.770 1.463 2.575 0.54 -1.51 -0.24
C -1.692 0.433 3.709 -0.55 0.92 -0.08
O -0.424 -0.149 3.789 1.61 -1.39 0.10
H -2.705 1.984 2.495 -0.65 -0.28 -0.05
H -1.551 0.861 1.692 -0.52 0.24 -0.43
H -1.025 2.225 2.519 0.90 0.48 0.74
H -2.432 -0.333 3.546 -0.39 -0.34 -0.24
H -1.915 0.872 4.663 -0.24 0.45 0.69
H -0.424 -1.121 4.000 -0.56 1.30 -0.35
C 4.315 -1.685 3.334 0.49 -1.17 2.27
C 4.990 -3.088 3.495 -0.33 1.64 -1.39
O 4.996 -3.522 4.834 -0.33 -0.37 0.20
H 3.432 -1.831 3.988 0.14 0.85 -0.40
H 4.018 -1.382 2.356 -0.12 -0.07 -0.82
H 5.000 -0.941 3.764 -0.45 0.01 -0.01
H 6.000 -3.014 3.063 -0.11 -0.47 0.59
H 4.398 -3.733 2.873 -0.07 -0.82 -0.35
H 4.144 -3.970 5.009 0.74 0.43 -0.12
C 0.923 -1.786 0.804 -2.22 -1.65 1.27
C 1.026 -2.820 -0.306 -1.12 0.41 0.43
O 0.239 -2.449 -1.407 -1.10 -1.14 -0.44
H 1.528 -2.030 1.684 0.01 -0.06 -0.18
H -0.179 -1.842 1.128 1.50 0.39 -0.18
H 1.125 -0.775 0.541 0.29 0.70 -0.63
H 0.756 -3.840 -0.045 -0.52 0.04 0.56
H 1.976 -2.940 -0.672 2.93 0.00 -0.63
H 0.356 -1.520 -1.534 0.09 1.56 -0.39
O -2.329 -1.989 -2.836 0.33 -0.06 -0.15
H -3.090 -2.552 -2.674 0.15 -0.16 0.15
H -1.525 -2.462 -2.531 -0.46 0.29 0.17
O 3.141 1.605 1.193 0.67 0.15 -1.09
H 4.114 1.584 1.154 -0.86 0.02 0.37
H 2.806 1.583 2.105 0.07 -0.14 0.35
O -2.630 0.871 -2.191 -0.04 -0.24 0.37
H -2.559 1.258 -3.066 0.11 0.64 -0.67
H -2.636 -0.072 -2.406 0.01 -0.45 0.27
O 1.039 2.883 -0.750 0.95 0.53 -0.16
H 1.577 3.576 -1.190 -0.52 -0.61 0.47
H 1.639 2.531 -0.057 -0.23 0.04 -0.32
O 0.176 0.384 -1.957 -1.39 -0.52 -0.19
H -0.753 0.727 -1.959 0.56 -0.57 0.10
H 0.667 1.189 -2.031 0.85 0.84 0.28
```
Forces are in eV/Å.

C3HNO2S2 | ωB97M-V/def2-TZVPD

Values from the calculation:
Multiplicity   1
E_LUMO (spin up / spin down)   -2.875 / -2.868 eV
Maximum force   0.07755 Eh/bohr
Energy above the lowest of the compared OMol25 structures with the same formula, charge and spin   540.9 kJ/mol

XYZ file:
```
9
Properties=species:S:1:pos:R:3:forces:R:3
C -0.163 -0.790 2.247 1.48 2.96 1.60
C -0.900 -1.816 2.168 -0.43 -2.58 0.41
C 0.553 -0.425 -0.556 0.64 0.13 -0.63
N 0.634 -1.528 -0.925 -0.90 1.22 1.11
O 0.791 1.590 1.830 0.18 -0.90 1.44
O 0.435 -2.672 -1.067 0.15 -2.24 -0.79
S -1.617 -3.251 2.152 0.64 2.06 -0.19
S 0.698 0.517 2.863 -1.93 -1.56 -3.12
H 1.090 0.475 -0.559 0.16 0.91 0.16
```
Forces are in eV/Å.